C27H19Cl5N6Ru as an isolated structure. Source: OMol25; level of theory: wB97M-V/def2-TZVPD.

The geometry in XYZ format:
```
58
Properties=species:S:1:pos:R:3
Ru 1.4816 0.1915 -0.0404
C -2.4610 -2.3497 -5.2890
C -1.8372 -1.9792 -3.9735
C -1.7982 -2.8945 -2.9135
C -1.2005 -2.5683 -1.7237
C -0.6323 -1.3026 -1.4800
N -0.0068 -1.0861 -0.2519
C -0.6725 -1.4971 0.9134
C -2.0681 -1.4601 1.0302
C -2.7079 -1.8104 2.2008
C -1.9917 -2.1920 3.3361
C -2.6964 -2.5415 4.6172
C -0.6117 -2.2095 3.2399
C 0.0367 -1.8923 2.0497
N 1.4584 -1.9950 2.0262
C 2.2157 -2.8952 2.6849
C 3.5347 -2.5506 2.5063
C 3.4986 -1.4093 1.7048
N 2.2421 -1.0798 1.4170
C -0.6812 -0.3824 -2.5391
C -1.2615 -0.7476 -3.7674
N -0.1561 0.9243 -2.4389
C -0.4725 1.9791 -3.2943
C 0.3429 3.0056 -3.0730
C 1.3029 2.6186 -1.9926
N 0.9011 1.2358 -1.6676
H -3.5343 -2.5114 -5.1767
H -2.0315 -3.2734 -5.6782
H -2.3149 -1.5691 -6.0340
H -2.2152 -3.8857 -3.0447
H -1.1457 -3.3024 -0.9307
H -2.6508 -1.1455 0.1747
H -3.7899 -1.7680 2.2428
H -3.4422 -3.3195 4.4510
H -3.2167 -1.6745 5.0272
H -1.9970 -2.9005 5.3706
H -0.0166 -2.4678 4.1074
H 1.7638 -3.7140 3.2164
H 4.4007 -3.0587 2.8900
H 4.3122 -0.8174 1.3197
H -1.2302 -0.0515 -4.5933
H -1.2903 1.8948 -3.9855
H 0.3494 3.9400 -3.6020
H 2.3068 2.5593 -2.4415
Cl -0.8179 4.9561 -1.1539
C 0.6426 4.5454 -0.3327
C 1.4726 3.4975 -0.7446
C 2.5584 3.2142 0.0902
Cl 3.5498 1.8140 -0.2533
C 2.8688 3.9387 1.2296
Cl 4.2121 3.5173 2.2089
C 2.0578 5.0137 1.5822
Cl 2.4246 5.9451 2.9677
C 0.9406 5.3071 0.8077
Cl -0.0732 6.6084 1.2658
N 0.0520 1.9208 1.9551
C 0.6190 1.2498 1.1898
H -0.5237 2.4254 2.5929
```

Calculated values
* ⟨S²⟩: 0.774
* energy: -102435.3757 eV
* charge: +1
* spin multiplicity: 2
* HOMO level (spin up / spin down): -9.50 / -9.78 eV
* energy above the lowest of the compared OMol25 structures with the same formula, charge and spin: 95.7 kJ/mol
* frontier orbital gap (spin up / spin down): 6.99 / 6.17 eV



C27H20AsInN2O6S3 as an isolated structure at a distorted geometry. Source: OMol25; level of theory: wB97M-V/def2-TZVPD.

The geometry in XYZ format:
```
60
Properties=species:S:1:pos:R:3
In -0.7008 0.6016 -0.2494
C -1.6201 3.6769 2.3719
C -2.6756 3.1363 1.4426
C -3.2757 1.9043 1.7033
C -4.2167 1.3756 0.8322
C -4.5786 2.0734 -0.3112
C -4.0052 3.3089 -0.5682
C -3.0661 3.8361 0.3057
H -0.8465 2.9245 2.5397
H -2.0506 3.9390 3.3416
H -1.1453 4.5622 1.9496
H -2.9835 1.3421 2.5828
H -4.6386 0.4005 1.0360
H -5.2801 1.6419 -1.0144
H -4.2595 3.8472 -1.4729
H -2.5990 4.7880 0.0798
O 4.1166 0.7134 0.3512
As 2.5026 0.8440 1.1883
O 2.6261 2.0935 2.2170
O 1.4923 0.9811 -0.1357
C 2.5319 -0.9415 1.9482
C 3.6464 -1.4133 2.5198
C 3.7778 -2.8431 2.8073
C 2.7563 -3.6982 2.6946
C 1.3701 -3.2153 2.4021
C 1.3725 -1.8159 1.7716
S -0.3744 -1.0350 1.9133
O -2.2679 -1.0261 0.9671
O -0.9166 -1.6883 3.0923
O -0.2130 0.4356 2.0525
H 4.0131 1.3112 -0.4015
H 4.4970 -0.7593 2.6691
H 4.7691 -3.2110 3.0521
H 2.9054 -4.7666 2.8283
H 0.7402 -3.2888 3.2945
S -1.9479 0.1163 -2.5206
C -0.4623 0.6983 -3.2157
C 0.1561 -0.0341 -4.2324
C 1.3165 0.4070 -4.8562
C 1.9047 -0.3845 -5.8841
N 2.3655 -1.0451 -6.7076
C 1.8957 1.6273 -4.4499
C 1.3104 2.3431 -3.4135
C 0.1477 1.9078 -2.7784
S -0.5413 2.8485 -1.4876
C 3.0579 2.1251 -5.1058
N 3.9832 2.5373 -5.6545
H -0.2970 -0.9638 -4.5472
H 1.7653 3.2662 -3.0809
C -0.7628 -4.1547 1.2336
C 0.6873 -3.7714 1.1006
C 0.9334 -2.3973 0.4047
C -0.3057 -1.5896 0.1772
C -1.7304 -2.0755 0.1891
C -1.8155 -3.4404 0.8386
H -0.9362 -5.1087 1.7308
H 1.2423 -4.6034 0.6553
H 1.6628 -2.4162 -0.4070
H -2.2117 -2.1108 -0.7986
H -2.8216 -3.8164 1.0089
```

Calculated values
* energy: -142105.9139 eV
* charge: -2
* HOMO level: -2.57 eV
* frontier orbital gap: 7.05 eV



C27H20Br2F4N2O2PSV as an isolated structure at a distorted geometry. Source: OMol25; level of theory: wB97M-V/def2-TZVPD.

The geometry in XYZ format:
```
60
Properties=species:S:1:pos:R:3
V 0.4106 0.8694 -1.3407
F 7.1082 0.9294 0.9408
C 5.8046 0.8643 0.9415
C 5.1058 0.7403 2.1370
F 5.7456 0.6881 3.2776
C 3.7189 0.6751 2.1057
F 3.0452 0.5662 3.2431
C 3.0029 0.7277 0.9132
P 1.2027 0.5725 0.9729
C 0.7118 -0.9498 1.7719
C 0.7989 -2.1576 1.0732
C 0.4987 -3.3383 1.7293
C 0.1146 -3.3172 3.0653
C 0.0408 -2.1158 3.7592
C 0.3452 -0.9257 3.1198
C 0.5186 2.0297 1.7611
C -0.8260 2.0058 2.1548
C -1.3995 3.1499 2.6728
C -0.6489 4.3202 2.7842
C 0.6810 4.3456 2.3864
C 1.2714 3.2016 1.8711
C 3.7345 0.8510 -0.2638
Br 2.8865 0.9407 -1.9727
C 5.1108 0.9221 -0.2665
F 5.7720 1.0438 -1.4025
H 1.1122 -2.1706 0.0362
H 0.5770 -4.2811 1.2043
H -0.1170 -4.2440 3.5724
H -0.2434 -2.1051 4.8024
H 0.3084 0.0080 3.6666
H -1.4043 1.0916 2.0761
H -2.4281 3.1354 3.0072
H -1.1041 5.2113 3.1951
H 1.2644 5.2499 2.4922
H 2.3148 3.2169 1.5804
Br -3.8995 -3.7616 -0.0343
C -2.5704 -3.9260 -1.3493
C -2.4322 -5.1399 -1.9971
C -1.4586 -5.3024 -2.9713
C -0.5992 -4.2582 -3.3135
C -0.7037 -3.0466 -2.6790
C -1.6912 -2.8595 -1.6933
C -1.9028 -1.6356 -1.0201
O -2.5485 -0.9730 -0.3534
O -0.3991 -0.5772 -1.3950
H -3.0919 -5.9558 -1.7380
H -1.3676 -6.2579 -3.4711
H 0.1486 -4.4036 -4.0801
H -0.0478 -2.2304 -2.9354
C -4.2508 2.0993 -3.4382
N -3.1595 2.0426 -2.4659
C -2.0415 2.7188 -2.5808
N -1.7893 3.4732 -3.6316
S -0.8928 2.7409 -1.2423
H -5.0597 1.4646 -3.0911
H -3.9228 1.7399 -4.4140
H -4.6327 3.1177 -3.5289
H -3.3014 1.5342 -1.6058
H -2.4686 3.6117 -4.3684
H -0.9518 4.0336 -3.6694
```

Calculated values
* ⟨S²⟩: 0.792
* energy: -232138.6483 eV
* charge: +3
* spin multiplicity: 2
* HOMO level (spin up / spin down): -17.08 / -17.08 eV
* energy above the lowest of the compared OMol25 structures with the same formula, charge and spin: 53.1 kJ/mol
* frontier orbital gap (spin up / spin down): 6.24 / 6.75 eV



C27H20Cl2N4O7Sn as an isolated structure at a distorted geometry. Source: OMol25; level of theory: wB97M-V/def2-TZVPD.

The geometry in XYZ format:
```
61
Properties=species:S:1:pos:R:3
Sn 0.4784 0.2549 -0.2841
O -1.9572 -2.8426 2.1583
C -2.0979 -1.8928 1.4097
N -1.9714 -1.9230 0.0753
C -1.4009 -2.9628 -0.6909
C -2.2253 -3.6521 -1.5592
C -1.7071 -4.6356 -2.3775
C -0.3433 -4.8866 -2.3468
C 0.4839 -4.1990 -1.4869
C -0.0196 -3.2189 -0.6153
N 0.7766 -2.4559 0.1929
C 1.8286 -2.9965 0.7860
O 2.1259 -4.1939 0.9094
C 2.7614 -1.9925 1.4126
C 4.0589 -2.4170 1.7094
C 4.9529 -1.5266 2.2621
C 4.5278 -0.2304 2.5172
C 3.2245 0.0972 2.1883
N 2.3665 -0.7504 1.6522
C -2.5148 -0.5156 1.8666
C -3.8373 -0.2013 2.1723
C -4.1368 1.1086 2.4967
C -3.1136 2.0457 2.5285
C -1.8237 1.6175 2.2681
N -1.5320 0.3675 1.9541
H -3.2733 -3.3864 -1.5965
H -2.3626 -5.1815 -3.0429
H 0.0740 -5.6225 -3.0228
H 1.5473 -4.3854 -1.4995
H 4.3249 -3.4386 1.4856
H 5.9655 -1.8307 2.4953
H 5.1867 0.5058 2.9549
H 2.8389 1.0924 2.3682
H -4.6043 -0.9587 2.1112
H -5.1537 1.4089 2.7144
H -3.3159 3.0849 2.7378
H -0.9803 2.2952 2.2832
O -2.5613 -0.8739 -0.6133
O -1.6355 -0.0787 -1.3097
Cl 1.9059 -0.0704 -2.2570
C -2.3422 4.6928 -5.6858
C -1.6328 3.3885 -5.4856
C -1.1410 2.6723 -6.5604
C -0.4785 1.4749 -6.3458
Cl 0.1161 0.5889 -7.7204
C -0.2757 0.9883 -5.0697
C -0.7685 1.6978 -3.9893
C -1.4617 2.8912 -4.1767
O -2.0209 3.6212 -3.1897
C -1.8517 3.2068 -1.8381
C -0.4671 3.6166 -1.2170
O -0.0839 4.7662 -1.3975
O 0.1031 2.7352 -0.5231
H -2.3349 4.9876 -6.7329
H -1.8590 5.4632 -5.0897
H -3.3720 4.6134 -5.3425
H -1.2640 3.0491 -7.5667
H 0.2668 0.0742 -4.8853
H -0.6129 1.3001 -2.9982
H -2.0040 2.1327 -1.7156
H -2.6210 3.7596 -1.2863
```

Calculated values
* energy: -79493.5023 eV
* charge: -2
* HOMO level: -1.98 eV
* energy above the lowest of the compared OMol25 structures with the same formula, charge and spin: 85.4 kJ/mol
* frontier orbital gap: 6.39 eV



One molecule with the formula C27H20Cl3N3O5 at a distorted geometry. Source: OMol25; level of theory: wB97M-V/def2-TZVPD.

The geometry in XYZ format:
```
58
Properties=species:S:1:pos:R:3
O -0.3731 -3.0620 -0.2092
C -0.6163 -2.0830 -0.8766
O -1.8002 -1.8774 -1.4588
C -2.8948 -2.7421 -1.1583
C -3.8934 -1.8830 -0.3670
O -4.8059 -1.3272 -0.9457
N -3.6682 -1.7078 0.9518
C -4.3280 -0.6068 1.6237
C -3.3263 0.5569 1.7131
N -2.0042 0.0270 1.9836
C -0.8184 0.5957 1.6390
O 0.2373 -0.0074 1.7753
C -0.7875 1.9800 1.1506
C 0.3527 2.7002 0.8844
C -0.0692 3.9928 0.5175
C -1.4295 3.9735 0.5861
O -1.8745 2.7699 0.9705
C -1.9851 -1.2550 2.6535
C -2.6640 -2.3332 1.7873
C 0.3745 -1.0044 -1.1310
C 1.6765 -1.3205 -0.8148
C 2.6964 -0.3661 -0.9974
C 4.0856 -0.6846 -0.6258
C 4.6160 -1.9405 -0.9113
C 5.9175 -2.2624 -0.5840
C 6.7196 -1.3254 0.0499
Cl 8.3404 -1.7203 0.4592
C 6.2133 -0.0645 0.3558
Cl 7.2032 1.0922 1.1500
C 4.9000 0.2546 0.0131
Cl 4.2983 1.7996 0.4316
N 2.4557 0.8168 -1.5027
C 1.1975 1.1659 -1.8072
C 1.0043 2.4675 -2.3180
C -0.2521 2.9236 -2.5938
C -1.3605 2.0974 -2.3599
C -1.2044 0.8223 -1.8858
C 0.0770 0.3010 -1.6162
H -3.3605 -3.0065 -2.1104
H -2.5513 -3.6392 -0.6390
H -5.1982 -0.3101 1.0373
H -4.6551 -0.9366 2.6123
H -3.6334 1.2641 2.4939
H -3.3125 1.0814 0.7564
H 1.3548 2.3321 0.9557
H 0.5520 4.8196 0.2430
H -2.1689 4.7266 0.3954
H -0.9407 -1.5164 2.8303
H -2.4961 -1.1521 3.6171
H -3.1506 -3.0713 2.4381
H -1.9135 -2.8479 1.1939
H 1.8955 -2.2915 -0.3999
H 4.0009 -2.6679 -1.4174
H 6.3208 -3.2347 -0.8162
H 1.8804 3.0798 -2.4607
H -0.4029 3.9212 -2.9786
H -2.3535 2.4733 -2.5587
H -2.0775 0.2127 -1.7253
```

Calculated values
* energy: -80599.5502 eV
* charge: 0
* HOMO level: -8.68 eV
* frontier orbital gap: 8.12 eV



C27H20ClF9OPY as an isolated structure at a distorted geometry. Source: OMol25; level of theory: wB97M-V/def2-TZVPD.

The geometry in XYZ format:
```
60
Properties=species:S:1:pos:R:3
C -1.1459 -1.6890 2.3415
C -0.9985 -2.1646 1.0644
C 0.4049 -2.2257 0.7490
H -1.7911 -2.5241 0.4017
C 1.1332 -1.7035 1.8137
C 0.2074 -1.5429 2.9758
H 0.5176 -2.2483 3.7513
H -2.0502 -1.5504 2.9191
H 0.8418 -2.6713 -0.1360
H 2.2028 -1.6996 1.9490
Y 0.0529 0.4414 1.3944
Cl 2.2460 1.4994 1.1098
P 0.0322 0.2662 -1.4853
C 1.2715 -0.8041 -2.2873
C 0.9889 -1.5625 -3.4362
H -0.0190 -1.5716 -3.8554
C 2.0056 -2.3075 -4.0465
H 1.7756 -2.8892 -4.9412
C 3.2980 -2.3189 -3.5118
H 4.0848 -2.9031 -3.9943
C 3.5777 -1.5885 -2.3492
H 4.5815 -1.6061 -1.9180
C 2.5716 -0.8436 -1.7370
H 2.7967 -0.2789 -0.8279
C -1.5999 -0.2007 -2.1560
C -2.0373 -1.5374 -2.0617
H -1.3707 -2.3111 -1.6711
C -3.3260 -1.8888 -2.4647
H -3.6642 -2.9210 -2.3504
C -4.1812 -0.9168 -3.0011
H -5.1849 -1.1928 -3.3272
C -3.7568 0.4144 -3.0898
H -4.4271 1.1809 -3.4822
C -2.4828 0.7785 -2.6482
H -2.1635 1.8217 -2.6943
C 0.3725 1.9410 -2.1400
C 0.9215 2.1091 -3.4201
H 1.1944 1.2298 -4.0106
C 1.1114 3.3996 -3.9298
H 1.5219 3.5198 -4.9343
C 0.7954 4.5202 -3.1520
H 0.9519 5.5220 -3.5545
C 0.2864 4.3568 -1.8572
H 0.0508 5.2282 -1.2401
C 0.0746 3.0756 -1.3483
H -0.3072 2.9664 -0.3247
F 2.1549 -0.5286 5.2012
C 1.3933 0.5813 5.4031
F 1.5008 0.9396 6.7020
F 1.9185 1.5718 4.6348
C -0.0522 0.2726 4.9163
O 0.2243 -0.0608 3.5226
C -0.7491 -0.8512 5.6977
F -0.9455 -0.5252 6.9934
F -1.9646 -1.1468 5.1654
F 0.0059 -1.9774 5.6885
C -0.9951 1.4909 4.8085
F -1.3383 1.9995 6.0172
F -0.3777 2.4546 4.0484
F -2.1406 1.1708 4.1157
```

Calculated values
* energy: -77682.7915 eV
* charge: 0
* HOMO level: -5.31 eV
* energy above the lowest of the compared OMol25 structures with the same formula, charge and spin: 389.5 kJ/mol
* frontier orbital gap: 5.24 eV



C27H21CdN7O4S as an isolated structure at a distorted geometry. Source: OMol25; level of theory: wB97M-V/def2-TZVPD.

The geometry in XYZ format:
```
61
Properties=species:S:1:pos:R:3
Cd -1.4542 1.4228 0.2837
C -1.1121 1.4986 4.8846
C -1.5875 1.4447 3.5801
N -0.7525 1.4790 2.5549
C 0.5603 1.5617 2.7914
C 1.0155 1.6187 4.1053
N 0.1872 1.5868 5.1405
C 1.4432 1.5988 1.5974
C 2.8258 1.5045 1.6589
C 3.5647 1.5718 0.4805
C 2.8786 1.7011 -0.7243
C 1.4923 1.7588 -0.7105
N 0.8129 1.7285 0.4331
C 0.6602 1.8455 -1.9370
C 1.0934 1.4491 -3.1930
N 0.2780 1.4389 -4.2427
C -0.9687 1.8419 -4.0505
C -1.4095 2.2773 -2.8037
N -0.5964 2.2685 -1.7617
C 5.0417 1.5161 0.5081
C 5.8023 2.3104 -0.3455
C 7.1846 2.2323 -0.2781
N 7.8338 1.4329 0.5614
C 7.1063 0.6742 1.3743
C 5.7202 0.6794 1.3890
H -1.7792 1.4773 5.7364
H -2.6433 1.3751 3.3458
H 2.0677 1.7047 4.3496
H 3.3319 1.3973 2.6077
H 3.4237 1.7423 -1.6567
H 2.1051 1.1058 -3.3756
H -1.6371 1.7977 -4.9005
H -2.4194 2.6257 -2.6344
H 5.3303 2.9990 -1.0340
H 7.8048 2.8421 -0.9258
H 7.6640 0.0284 2.0433
H 5.1822 0.0199 2.0575
C -2.9415 -6.7081 -1.4223
C -2.8778 -5.2105 -1.2993
C -2.5901 -4.4075 -2.3995
C -2.5117 -3.0302 -2.2733
C -2.7225 -2.4462 -1.0342
C -3.0198 -3.2220 0.0725
C -3.0988 -4.5978 -0.0673
S -2.4737 -0.6889 -0.8938
O -1.0003 -0.5544 -0.9014
O -3.1305 -0.0617 -2.0219
N -2.9524 -0.1592 0.5178
C -4.2798 0.4638 0.5801
C -4.2448 2.0289 0.6893
O -5.2636 2.5760 1.0809
O -3.1506 2.6178 0.3368
H -2.7110 -7.0330 -2.4357
H -3.9317 -7.0810 -1.1564
H -2.2234 -7.1759 -0.7464
H -2.4226 -4.8642 -3.3677
H -2.2895 -2.4002 -3.1253
H -3.1825 -2.7416 1.0290
H -3.3333 -5.2099 0.7960
H -4.8275 0.0951 1.4470
H -4.8713 0.2527 -0.3146
```

Calculated values
* energy: -62360.6739 eV
* charge: 0
* HOMO level: -8.07 eV
* energy above the lowest of the compared OMol25 structures with the same formula, charge and spin: 29.8 kJ/mol
* frontier orbital gap: 6.66 eV



C27H21N6O5V as an isolated structure at a distorted geometry. Source: OMol25; level of theory: wB97M-V/def2-TZVPD.

The geometry in XYZ format:
```
60
Properties=species:S:1:pos:R:3
V -1.6423 0.3439 0.7425
O 2.6972 -0.1116 5.0757
C 1.6387 -0.1649 4.2051
C 1.0533 -1.3606 3.8188
C -0.0090 -1.3448 2.9155
N -0.4634 -0.2110 2.4070
C 0.0439 0.9414 2.8555
C 1.1098 1.0325 3.7256
C -0.7312 2.1981 2.4522
O -0.2217 3.2983 2.5944
O -1.9043 1.9340 2.0248
C -0.7220 -2.6680 2.5554
O -0.0957 -3.6875 2.8626
O -1.8659 -2.5421 2.1069
H 2.9270 -1.0147 5.3300
H 1.3886 -2.3248 4.1737
H 1.4829 1.9980 4.0311
C 2.4450 -4.7811 0.4550
C 1.8573 -3.4667 0.0528
C 2.5633 -2.2803 0.1982
C 1.9517 -1.0569 -0.0082
C 0.6111 -0.9609 -0.3945
N -0.0495 0.2538 -0.5134
C 0.3890 1.1617 -1.3848
C 1.5237 0.9674 -2.2021
C 1.9849 1.9197 -3.0777
C 1.3288 3.1351 -3.2502
C 1.7976 4.1563 -4.2380
C 0.1685 3.3216 -2.5120
C -0.2917 2.3867 -1.5998
N -1.5080 2.7067 -0.9447
C -1.9791 3.9465 -0.7216
C -3.3064 3.8468 -0.3725
C -3.5557 2.4756 -0.3838
N -2.4726 1.7837 -0.7151
C -0.0794 -2.1673 -0.5612
C 0.5285 -3.3904 -0.3326
N -1.4466 -2.1699 -0.9042
C -2.1078 -3.0879 -1.6312
C -3.4354 -2.7219 -1.6639
C -3.4844 -1.5457 -0.9132
N -2.2837 -1.2275 -0.4597
H 3.5332 -4.7499 0.4424
H 2.1149 -5.0245 1.4641
H 2.1190 -5.5830 -0.2058
H 3.5897 -2.3102 0.5369
H 2.4910 -0.1363 0.1696
H 2.0573 0.0317 -2.1192
H 2.8768 1.7056 -3.6558
H 2.8671 4.0593 -4.4163
H 1.2945 4.0528 -5.2029
H 1.6151 5.1691 -3.8802
H -0.4131 4.2155 -2.6722
H -1.3379 4.8017 -0.8041
H -3.9680 4.6413 -0.0910
H -4.4520 1.9469 -0.1016
H -0.0683 -4.2845 -0.3467
H -1.5869 -3.9129 -2.0768
H -4.2403 -3.2272 -2.1571
H -4.3273 -0.9162 -0.6819
```

Calculated values
* ⟨S²⟩: 3.759
* energy: -73210.1335 eV
* charge: -1
* spin multiplicity: 4
* HOMO level (spin up / spin down): -3.51 / -4.31 eV
* frontier orbital gap (spin up / spin down): 6.29 / 7.10 eV